P.
Here is a single C9H13O3 molecule from OMol25. Energies are from ωB97M-V/def2-TZVPD.

Computed properties:
**⟨S²⟩**: 0.75
**E_LUMO (spin up / spin down)**: 0.0285 / -0.0815 Eh
**Frontier orbital gap (spin up / spin down)**: 9.0 / 6.0 eV
**Multiplicity**: 2
**E_HOMO (spin up / spin down)**: -0.301 / -0.300 hartree

Geometry (Å):
1 C 2.360 -0.757 0.313
2 C 1.248 0.233 -0.098
3 C 0.607 -0.265 -1.409
4 C -0.693 -0.205 -1.650
5 C -1.552 0.409 -0.575
6 C -1.112 -0.443 0.724
7 C 0.203 0.334 1.110
8 O -0.035 1.675 1.481
9 O -2.462 -0.127 0.372
10 C -0.886 -1.959 0.692
11 C -1.593 1.931 -0.631
12 O 1.773 1.443 -0.291
13 H 1.972 -1.771 0.410
14 H 3.145 -0.761 -0.440
15 H 2.800 -0.462 1.263
16 H 1.277 -0.662 -2.152
17 H -1.135 -0.560 -2.565
18 H 0.634 -0.146 1.999
19 H 0.777 2.196 1.289
20 H -0.023 -2.242 1.294
21 H -1.759 -2.474 1.093
22 H -0.724 -2.314 -0.325
23 H -0.617 2.343 -0.887
24 H -2.326 2.267 -1.362
25 H -1.879 2.316 0.345



Q.
Here is a single C9H13O3 molecule from OMol25. Energies are from ωB97M-V/def2-TZVPD.

Computed properties:
**⟨S²⟩**: 0.78
**E_LUMO (spin up / spin down)**: 0.0287 / -0.0275 Eh
**Frontier orbital gap (spin up / spin down)**: 8.7 / 8.5 eV
**Multiplicity**: 2
**E_HOMO (spin up / spin down)**: -0.289 / -0.341 hartree

Geometry (Å):
1 C -0.425 -2.533 0.953
2 C -0.097 -1.006 0.988
3 C -1.306 -0.180 0.659
4 C -1.201 1.037 0.046
5 C -0.029 1.534 -0.559
6 C 1.151 0.764 -0.688
7 C 0.977 -0.632 -0.068
8 O 1.628 -1.587 -0.765
9 C 2.166 0.895 -1.777
10 O 1.824 0.358 0.477
11 O 0.410 -0.711 2.236
12 C -2.420 1.910 -0.019
13 H 0.405 -3.175 1.300
14 H -1.220 -2.743 1.687
15 H -0.791 -2.879 -0.040
16 H -2.262 -0.476 1.117
17 H -0.067 2.473 -1.083
18 H 0.841 0.160 2.126
19 H 1.493 -2.487 -0.392
20 H 1.705 0.648 -2.746
21 H 2.453 1.951 -1.742
22 H 3.045 0.261 -1.568
23 H -3.343 1.343 0.107
24 H -2.391 2.694 0.746
25 H -2.547 2.381 -0.994



Q comes first in stability; the runner-up is 329.4 kJ/mol higher.



P.
Here is a molecular structure, C59H67CrF2N7 from OMol25. Energies are from ωB97M-V/def2-TZVPD.

Computed properties:
**⟨S²⟩**: 0.77
**E_LUMO (spin up / spin down)**: 0.0825 / 0.0814 Eh
**Frontier orbital gap (spin up / spin down)**: 5.3 / 5.3 eV
**Total charge**: -1
**Multiplicity**: 2
**E_HOMO (spin up / spin down)**: -0.113 / -0.113 hartree

Geometry (Å):
1 Cr 0.277 -0.009 -0.592
2 C 2.457 4.530 3.380
3 C 2.989 4.171 1.990
4 C 1.957 3.550 1.103
5 C 1.222 4.140 0.122
6 C 1.227 5.577 -0.294
7 C 0.177 6.412 0.445
8 C 0.360 3.119 -0.414
9 N 0.598 1.901 0.234
10 C 1.548 2.160 1.141
11 C 2.131 1.256 2.067
12 C 1.750 -0.027 2.335
13 C 2.328 -0.783 3.476
14 C 3.336 -0.242 4.440
15 C 2.700 0.654 5.506
16 C 1.685 -1.955 3.530
17 C 0.735 -1.971 2.391
18 C -0.086 -3.015 2.120
19 C -1.099 -2.817 1.070
20 N -1.547 -1.257 -0.272
21 C -2.766 -1.534 -0.891
22 C -3.347 -0.654 -1.690
23 C -2.798 0.678 -1.916
24 N -1.642 1.152 -1.405
25 C -1.596 2.466 -1.787
26 C -0.607 3.355 -1.345
27 C -2.721 2.819 -2.567
28 C -3.498 1.671 -2.643
29 C -4.827 1.503 -3.315
30 C -6.018 1.689 -2.371
31 C -3.033 4.180 -3.107
32 C -3.657 5.113 -2.066
33 C -3.187 -2.943 -0.424
34 C -2.464 -3.449 0.938
35 C -2.696 -4.919 1.231
36 C -2.940 -5.174 2.715
37 C -5.509 -1.636 0.204
38 C -6.533 -1.609 1.335
39 N 0.799 -0.758 1.702
40 C 1.757 -2.991 4.611
41 C 2.574 -4.234 4.270
42 H 3.239 4.954 4.012
43 H 2.057 3.645 3.876
44 H 1.646 5.256 3.307
45 H 3.836 3.488 2.093
46 H 3.385 5.070 1.509
47 H 1.056 5.652 -1.370
48 H 2.219 5.999 -0.114
49 H -0.820 6.001 0.284
50 H 0.180 7.449 0.103
51 H 0.365 6.405 1.519
52 H 2.925 1.659 2.678
53 H 4.093 0.326 3.892
54 H 3.862 -1.072 4.920
55 H 2.190 1.497 5.041
56 H 3.450 1.044 6.198
57 H 1.959 0.098 6.082
58 H -0.005 -3.931 2.692
59 H -4.305 -0.881 -2.140
60 H -0.661 4.367 -1.734
61 H -4.890 0.513 -3.778
62 H -4.909 2.218 -4.139
63 H -5.974 0.969 -1.552
64 H -6.971 1.557 -2.889
65 H -6.005 2.685 -1.927
66 H -3.714 4.086 -3.957
67 H -2.124 4.643 -3.501
68 H -4.590 4.694 -1.684
69 H -3.870 6.099 -2.485
70 H -2.987 5.238 -1.215
71 H -1.811 -5.475 0.903
72 H -3.527 -5.310 0.636
73 H -2.143 -4.742 3.320
74 H -2.993 -6.242 2.934
75 H -3.877 -4.717 3.039
76 H -6.001 -1.919 -0.733
77 H -5.102 -0.635 0.058
78 H -7.001 -2.587 1.472
79 H -7.323 -0.884 1.137
80 H -6.059 -1.334 2.279
81 H 0.736 -3.295 4.866
82 H 2.170 -2.528 5.510
83 H 2.191 -4.727 3.379
84 H 2.554 -4.952 5.092
85 H 3.615 -3.971 4.076
86 C 1.114 -6.799 -0.950
87 C 2.287 -6.388 -0.105
88 C 3.180 -7.334 0.373
89 C 4.273 -6.982 1.154
90 C 4.451 -5.652 1.493
91 C 3.557 -4.688 1.051
92 C 2.491 -5.037 0.224
93 N 1.559 -4.118 -0.263
94 C 1.657 -2.752 -0.491
95 N 2.894 -2.218 -0.524
96 C 3.258 -0.875 -0.844
97 C 2.318 0.145 -1.000
98 C 2.859 1.365 -1.434
99 C 4.210 1.582 -1.628
100 C 5.111 0.555 -1.383
101 C 4.646 -0.687 -0.992
102 C 5.625 -1.802 -0.728
103 N 0.605 -2.049 -0.720
104 C -0.703 -2.539 -0.446
105 C -1.879 -1.493 1.169
106 C -3.242 -2.292 1.539
107 C -4.392 -2.612 0.522
108 C -2.565 -3.762 -1.512
109 C -1.238 -3.518 -1.511
110 C -0.351 -3.945 -2.645
111 H 1.118 -7.876 -1.109
112 H 1.126 -6.308 -1.926
113 H 0.162 -6.542 -0.476
114 H 3.018 -8.374 0.113
115 H 4.964 -7.739 1.501
116 H 5.273 -5.353 2.131
117 H 3.654 -3.671 1.400
118 H 0.632 -4.482 -0.421
119 H 3.641 -2.887 -0.603
120 H 2.183 2.190 -1.623
121 H 4.563 2.550 -1.963
122 H 6.178 0.711 -1.502
123 H 6.646 -1.445 -0.863
124 H 5.495 -2.653 -1.406
125 H 5.542 -2.184 0.293
126 H -1.588 -0.674 1.814
127 H -3.461 -2.216 2.605
128 H -4.853 -3.532 0.903
129 H -3.056 -4.355 -2.273
130 H -0.896 -4.635 -3.291
131 H 0.577 -4.427 -2.331
132 H -0.068 -3.068 -3.223
133 F -0.800 -0.797 -3.177
134 C 0.324 -0.116 -2.667
135 F 1.360 -0.848 -3.261
136 H 0.320 0.839 -3.207



Q.
Here is a molecular structure, C59H67CrF2N7 from OMol25. Energies are from ωB97M-V/def2-TZVPD.

Computed properties:
**⟨S²⟩**: 0.81
**E_LUMO (spin up / spin down)**: 0.0788 / 0.0783 Eh
**Frontier orbital gap (spin up / spin down)**: 5.1 / 5.1 eV
**Total charge**: -1
**Multiplicity**: 2
**E_HOMO (spin up / spin down)**: -0.110 / -0.110 hartree

Geometry (Å):
1 Cr -0.079 0.636 0.030
2 C -5.596 -2.308 -1.407
3 C -5.289 -0.841 -1.080
4 C -3.886 -0.443 -1.420
5 C -3.448 0.190 -2.542
6 C -4.249 0.612 -3.733
7 C -4.284 -0.446 -4.842
8 C -2.031 0.395 -2.365
9 N -1.630 -0.075 -1.126
10 C -2.738 -0.622 -0.562
11 C -2.824 -1.312 0.656
12 C -1.819 -1.672 1.526
13 C -2.050 -2.547 2.678
14 C -3.379 -3.063 3.135
15 C -3.815 -4.340 2.407
16 C -0.843 -2.790 3.231
17 C 0.132 -2.013 2.454
18 C 1.460 -1.934 2.770
19 C 2.355 -1.244 1.833
20 N 2.047 -0.173 0.038
21 C 3.284 0.089 -0.550
22 C 3.384 0.629 -1.757
23 C 2.225 0.868 -2.594
24 N 0.939 0.736 -2.202
25 C 0.185 0.991 -3.309
26 C -1.212 0.907 -3.336
27 C 1.005 1.302 -4.428
28 C 2.309 1.212 -3.970
29 C 3.569 1.405 -4.761
30 C 4.134 0.095 -5.325
31 C 0.529 1.560 -5.826
32 C 0.207 0.260 -6.576
33 C 4.360 -0.403 0.451
34 C 3.826 -1.462 1.557
35 C 4.819 -1.735 2.670
36 C 4.902 -3.223 3.010
37 C 5.234 -1.788 -1.765
38 C 5.787 -3.179 -2.079
39 N -0.505 -1.363 1.405
40 C -0.503 -3.776 4.308
41 C -0.289 -3.166 5.696
42 H -6.618 -2.568 -1.122
43 H -4.907 -2.968 -0.878
44 H -5.479 -2.492 -2.476
45 H -5.460 -0.662 -0.015
46 H -5.985 -0.198 -1.624
47 H -3.836 1.538 -4.140
48 H -5.273 0.828 -3.418
49 H -3.273 -0.696 -5.167
50 H -4.844 -0.080 -5.707
51 H -4.760 -1.361 -4.487
52 H -3.816 -1.653 0.927
53 H -4.133 -2.289 2.979
54 H -3.337 -3.260 4.210
55 H -3.895 -4.160 1.335
56 H -4.784 -4.684 2.775
57 H -3.085 -5.137 2.561
58 H 1.834 -2.423 3.663
59 H 4.359 0.841 -2.180
60 H -1.692 1.218 -4.258
61 H 4.331 1.876 -4.134
62 H 3.373 2.091 -5.590
63 H 4.354 -0.604 -4.517
64 H 5.054 0.273 -5.890
65 H 3.410 -0.378 -5.990
66 H 1.294 2.112 -6.380
67 H -0.366 2.188 -5.807
68 H 1.095 -0.370 -6.637
69 H -0.148 0.460 -7.591
70 H -0.561 -0.299 -6.040
71 H 4.502 -1.171 3.552
72 H 5.812 -1.359 2.407
73 H 3.908 -3.629 3.207
74 H 5.526 -3.389 3.891
75 H 5.335 -3.779 2.177
76 H 5.973 -1.027 -2.035
77 H 4.344 -1.615 -2.363
78 H 6.709 -3.373 -1.526
79 H 5.997 -3.284 -3.144
80 H 5.058 -3.944 -1.802
81 H 0.406 -4.308 4.013
82 H -1.300 -4.522 4.368
83 H 0.484 -2.399 5.668
84 H 0.013 -3.932 6.414
85 H -1.207 -2.698 6.057
86 C 3.500 1.348 5.808
87 C 2.110 1.122 6.341
88 C 1.865 1.177 7.703
89 C 0.603 0.941 8.231
90 C -0.422 0.581 7.373
91 C -0.200 0.503 6.008
92 C 1.047 0.826 5.464
93 N 1.310 0.826 4.097
94 C 0.478 1.006 3.002
95 N -0.789 1.370 3.268
96 C -1.813 1.722 2.356
97 C -1.651 1.628 0.971
98 C -2.657 2.248 0.221
99 C -3.807 2.777 0.782
100 C -3.991 2.712 2.155
101 C -2.986 2.203 2.961
102 C -3.179 2.169 4.459
103 N 0.917 0.916 1.792
104 C 2.174 0.322 1.486
105 C 2.160 -1.632 0.353
106 C 3.613 -2.330 0.326
107 C 4.903 -1.683 -0.283
108 C 4.565 0.882 1.192
109 C 3.379 1.246 1.728
110 C 3.169 2.600 2.346
111 H 4.185 1.573 6.624
112 H 3.534 2.176 5.097
113 H 3.874 0.457 5.297
114 H 2.687 1.414 8.370
115 H 0.430 1.018 9.297
116 H -1.400 0.334 7.767
117 H -0.982 0.122 5.366
118 H 2.268 0.647 3.845
119 H -0.957 1.659 4.213
120 H -2.545 2.307 -0.855
121 H -4.568 3.225 0.150
122 H -4.909 3.074 2.607
123 H -4.161 2.566 4.709
124 H -2.437 2.773 4.994
125 H -3.123 1.145 4.843
126 H 1.325 -2.220 -0.009
127 H 3.529 -3.418 0.371
128 H 5.746 -2.128 0.263
129 H 5.459 1.494 1.234
130 H 4.129 3.106 2.461
131 H 2.672 2.565 3.315
132 H 2.535 3.200 1.690
133 F 1.813 2.743 -0.516
134 C 0.414 2.610 -0.356
135 F 0.180 3.480 0.741
136 H -0.023 3.139 -1.214



P comes first in stability; the runner-up is 26.5 kJ/mol higher.